C4H9FN2 | ωB97M-V/def2-TZVPD

Element x y z (Å)
H 1.919 0.225 2.104
C -1.670 0.444 0.571
H 1.511 -0.271 -0.087
H 0.461 -0.827 2.300
N -0.629 -0.189 -1.520
N 0.733 0.125 0.380
H -1.788 -0.265 1.417
C 0.558 -0.493 -2.289
H 0.308 0.959 2.291
C 0.860 0.107 1.845
F -2.822 0.391 -0.179
H 0.240 -0.669 -3.321
H 1.296 0.333 -2.299
C -0.465 0.079 -0.284
H 1.086 -1.421 -1.905
H -1.598 1.473 0.977

The charge is 0. The calculation puts the LUMO energy at 0.76 eV. The energy above the lowest of the compared OMol25 structures with the same formula, charge and spin comes out at 85.6 kJ/mol. The value obtained for the max |F| is 1.2 eV Å⁻¹. The value obtained for the orbital gap is 9.654 eV.


C4H9FN2 | ωB97M-V/def2-TZVPD

Element x y z (Å)
H 0.483 2.095 1.574
H -0.049 0.021 2.079
H 0.643 1.430 -0.336
H 1.938 0.510 -1.572
H -1.796 0.326 1.552
C -1.840 -0.478 -0.832
F -1.745 -1.063 -2.044
H 0.978 -1.371 0.741
H 0.372 -1.832 -0.948
N 1.657 0.044 -0.738
H 2.852 -0.203 -0.319
C -0.645 0.359 1.204
C -0.718 -0.453 -0.111
N -0.128 1.677 0.692
C 0.731 -0.985 -0.329
H -2.733 -0.078 -0.612

The charge is 0. The calculation puts the LUMO energy at 0.52 eV. The energy above the lowest of the compared OMol25 structures with the same formula, charge and spin comes out at 536.0 kJ/mol. The value obtained for the max |F| is 7.2 eV Å⁻¹. The value obtained for the orbital gap is 8.526 eV.


C4H9FN2 | ωB97M-V/def2-TZVPD

Element x y z (Å)
H -1.011 0.261 -2.647
H 0.161 -0.883 1.589
N 1.988 0.408 1.276
C -0.298 0.861 0.580
C 0.346 -0.939 -0.532
N -1.696 0.208 -1.668
H 2.842 -0.284 0.691
H -0.992 1.243 1.342
H -2.370 1.117 -1.293
C 0.708 -0.265 0.867
F 1.161 -0.155 -1.447
H -1.946 -0.818 -0.161
H 0.085 1.646 0.096
H 1.686 -0.268 2.726
C -1.075 -0.219 -0.415
H 0.411 -1.913 -1.005

The charge is 0. The calculation puts the LUMO energy at -0.24 eV. The energy above the lowest of the compared OMol25 structures with the same formula, charge and spin comes out at 734.1 kJ/mol. The value obtained for the max |F| is 6.5 eV Å⁻¹. The value obtained for the orbital gap is 8.358 eV.


C4H9FN3 | ωB97M-V/def2-TZVPD

Element x y z (Å)
N -1.091 0.086 -0.354
H 0.032 -1.366 1.109
N 0.766 0.925 -1.101
H 1.249 1.226 -1.927
C -0.530 1.128 -0.942
N 1.156 -0.329 -0.464
C -0.051 -0.905 -0.065
H 2.642 -1.593 0.237
H 2.068 -0.087 1.333
H -2.400 -0.201 1.386
H -3.222 0.455 -0.249
H 3.310 -0.101 -0.063
H -0.986 2.024 -1.349
C 2.348 -0.500 0.393
F -0.451 -1.975 -0.814
C -2.366 -0.190 0.227
H -2.699 -1.164 0.108

The charge is +1. The calculation puts the LUMO energy at -3.92 eV. The energy above the lowest of the compared OMol25 structures with the same formula, charge and spin comes out at 206.6 kJ/mol. The value obtained for the max |F| is 4.4 eV Å⁻¹. The value obtained for the orbital gap is 10.223 eV.


C4H9FN3 | ωB97M-V/def2-TZVPD

Element x y z (Å)
H -3.816 1.002 -0.784
H 1.674 -2.125 0.176
H 3.338 -1.845 -0.330
F -1.638 -1.220 0.472
H -2.927 0.130 1.335
N 0.614 0.039 0.278
H 3.605 1.076 -0.188
H 0.783 2.055 0.631
N 2.340 -1.502 -0.326
C 2.093 -0.217 0.039
H -2.553 -0.140 -1.674
H -0.053 -0.696 -0.188
C 0.179 1.174 0.470
C -2.886 0.277 -0.804
N 2.633 0.875 -0.070
C -2.548 -0.188 0.391
H -0.838 1.304 0.572

The charge is +1. The calculation puts the LUMO energy at -4.80 eV. The energy above the lowest of the compared OMol25 structures with the same formula, charge and spin comes out at 248.5 kJ/mol. The value obtained for the max |F| is 5.6 eV Å⁻¹. The value obtained for the orbital gap is 9.425 eV.


C4H9FNO | ωB97M-V/def2-TZVPD

Element x y z (Å)
H 0.016 1.335 -1.844
O -1.028 1.007 0.802
H 1.328 -1.076 1.226
H 1.843 0.637 1.430
H -2.513 -0.712 -0.964
F 1.286 2.041 -0.373
C -0.020 0.192 0.219
H 0.446 -0.010 2.253
N 0.978 -0.085 1.366
C -0.459 -1.093 -0.300
C -1.661 -1.391 -0.843
H 0.336 -1.845 -0.243
C 0.730 0.985 -0.966
H -0.912 1.985 0.809
H 1.583 0.320 -1.225
H -1.954 -2.289 -1.347

The charge is +1. The calculation puts the LUMO energy at -3.79 eV. The energy above the lowest of the compared OMol25 structures with the same formula, charge and spin comes out at 128.6 kJ/mol. The value obtained for the max |F| is 3.9 eV Å⁻¹. The value obtained for the orbital gap is 10.740 eV.


C4H9I2N2 | ωB97M-V/def2-TZVPD

Element x y z (Å)
N -0.348 -2.736 -0.072
H 1.176 1.819 1.189
C 1.104 0.019 -1.278
H -0.373 2.232 2.068
C -1.048 -1.976 -0.832
H -0.086 -2.419 0.839
C -0.313 1.603 -0.075
I 2.101 -0.965 0.196
H -0.125 -3.676 -0.320
H -0.947 2.460 -0.324
H -0.401 1.085 -1.964
H 0.270 0.480 1.648
H -1.227 -2.133 -1.907
N 0.233 1.028 -1.144
C 0.148 1.538 1.275
H 1.383 -0.260 -2.378
I -2.403 -0.654 0.198

The charge is +1. The calculation puts the LUMO energy (spin up / spin down) at -4.64 / -4.68 eV. The energy above the lowest of the compared OMol25 structures with the same formula, charge and spin comes out at 303.6 kJ/mol. The value obtained for the max |F| is 3.3 eV Å⁻¹. The value obtained for the orbital gap (spin up / spin down) is 6.301 / 6.231 eV.


C4H9IN3 | ωB97M-V/def2-TZVPD

Element x y z (Å)
N -0.969 2.171 0.075
H -0.657 -4.674 0.632
I 0.988 -0.138 0.055
C 0.975 -3.078 0.366
H 0.999 -5.371 0.605
C -1.028 0.982 0.216
C 0.398 -4.538 0.176
C -0.527 4.341 -0.431
H 0.417 -4.686 -0.929
H 0.385 4.896 -0.529
H -1.783 0.285 0.600
H 2.030 -3.001 0.653
N -0.052 3.070 -0.149
N 0.160 -2.122 0.030
H -1.201 4.771 0.350
H -1.011 4.344 -1.385
H 0.878 2.748 -0.334

The charge is +1. The calculation puts the LUMO energy at -5.13 eV. The energy above the lowest of the compared OMol25 structures with the same formula, charge and spin comes out at 520.3 kJ/mol. The value obtained for the max |F| is 3.0 eV Å⁻¹. The value obtained for the orbital gap is 8.184 eV.